Record 1
A 7-piece molecular cluster, C16H47BBrO9PS6 overall, computed with ωB97M-V/def2-TZVPD.

## Properties
HOMO	-7.901	eV
electronic energy	-6644.25010	Eh
LUMO energy	0.38	eV
total charge	0
ΔE to the lowest compared entry with this formula, charge and spin	0.000	eV

Geometry (Å):
C: -0.4490 -0.8493 5.0755
C: -0.9819 -1.5296 3.8121
O: -1.0854 -0.6515 2.6986
C: 0.1639 -0.3125 2.1370
P: -0.1861 0.3355 0.4374
Br: -0.3012 2.5294 0.8689
C: 1.4464 0.1279 -0.3899
B: 2.6924 -0.4316 0.4033
O: 3.4114 -1.4837 -0.0775
O: 3.0629 0.1445 1.6027
H: -0.3824 0.2282 4.9126
H: 0.5368 -1.2173 5.3601
H: -1.1082 -1.0377 5.9212
H: -1.9882 -1.9158 3.9673
H: -0.3465 -2.3811 3.5341
H: 0.7987 -1.2091 2.0318
H: 0.7223 0.4032 2.7482
H: 1.1987 -0.5374 -1.2212
H: 1.7342 1.0846 -0.8391
H: 2.9138 -1.9790 -0.7525
H: 4.0089 0.2751 1.7223
C: -4.9108 1.3481 -1.1277
S: -3.4390 0.3258 -1.0334
O: -2.6019 0.6768 -2.2133
C: -4.2402 -1.2315 -1.4543
H: -4.5954 2.3689 -0.9224
H: -5.3422 1.2642 -2.1257
H: -5.6176 1.0314 -0.3606
H: -4.7109 -1.1370 -2.4328
H: -4.9718 -1.4870 -0.6876
H: -3.4556 -1.9861 -1.4853
C: -2.4772 5.6579 0.3440
S: -3.5313 4.8077 1.5234
O: -4.3062 3.8024 0.7466
C: -4.6540 6.1839 1.8096
H: -1.7345 4.9377 0.0072
H: -3.0874 5.9884 -0.4963
H: -1.9871 6.4995 0.8334
H: -5.0975 6.4808 0.8596
H: -4.1099 7.0107 2.2658
H: -5.4268 5.8304 2.4890
C: -3.7090 -3.3170 6.9227
S: -2.1768 -4.2466 7.0555
O: -1.2879 -3.7389 5.9779
C: -2.8420 -5.8112 6.4730
H: -3.4836 -2.2885 7.1975
H: -4.0599 -3.3601 5.8919
H: -4.4491 -3.7286 7.6087
H: -3.2592 -5.6675 5.4766
H: -3.5999 -6.1690 7.1697
H: -2.0135 -6.5152 6.4348
C: -0.2833 -4.6294 -2.6029
S: 0.0531 -3.3118 -1.4368
O: 1.4645 -2.9011 -1.7237
C: 0.1254 -4.3191 0.0440
H: -0.3146 -4.1773 -3.5917
H: 0.5192 -5.3639 -2.5464
H: -1.2485 -5.0792 -2.3701
H: 0.8968 -5.0784 -0.0798
H: -0.8510 -4.7692 0.2225
H: 0.3776 -3.6561 0.8701
C: 4.1212 -0.1523 -3.4031
S: 5.3786 0.5073 -2.3064
O: 5.3159 1.9913 -2.4227
C: 6.8008 -0.0132 -3.2759
H: 3.1558 0.1177 -2.9773
H: 4.2133 0.2940 -4.3940
H: 4.2114 -1.2384 -3.4373
H: 6.7356 0.4379 -4.2660
H: 6.8177 -1.1010 -3.3422
H: 7.6896 0.3408 -2.7577
C: 5.2380 3.7297 -6.6401
S: 4.0833 3.1168 -5.4033
O: 3.4203 1.9317 -6.0197
C: 2.9208 4.4812 -5.5408
H: 6.0170 2.9776 -6.7486
H: 4.7126 3.8632 -7.5854
H: 5.6770 4.6661 -6.2961
H: 2.5777 4.5594 -6.5721
H: 3.4058 5.4006 -5.2134
H: 2.0847 4.2517 -4.8834

Atomic partial charges in e from the Mulliken method, atoms 1 to 6: atom 1 (C): -1.116, atom 2 (C): 0.072, atom 3 (O): -0.352, atom 4 (C): -0.714, atom 5 (P): 0.583, atom 6 (Br): -0.337

Record 2
C16H48BrMnNO11 as an isolated structure in a non-equilibrium geometry, computed with ωB97M-V/def2-TZVPD.

## Properties
expectation value of S²	8.753
HOMO (spin up / spin down)	-8.061 / -8.608	eV
electronic energy	-5245.73509	Eh
LUMO energy (spin up / spin down)	0.24 / 0.24	eV
2S+1	6
total charge	0

Geometry (Å):
Mn: 0.4289 0.4883 -0.4068
Br: -2.0105 0.2117 -1.0016
N: 1.5621 1.5212 1.7719
O: 2.2134 1.1597 0.8195
O: 0.3878 1.5727 1.5469
O: 2.0315 1.7784 2.8793
C: 1.6573 2.8112 -3.6557
C: 0.4141 2.6337 -2.8314
O: 0.8219 2.3288 -1.5129
H: 1.2997 3.0457 -4.6583
H: 2.3316 1.9578 -3.7266
H: 2.1989 3.7138 -3.3726
H: -0.2132 1.8754 -3.2999
H: -0.2575 3.4914 -2.8679
H: 1.1029 3.1553 -1.1134
C: -1.7517 -0.7999 3.6226
C: -1.8800 -2.2591 3.9788
O: -0.8343 -2.5708 4.8552
H: -0.7744 -0.5587 3.2045
H: -1.8318 -0.1415 4.4876
H: -2.4547 -0.5414 2.8307
H: -1.7907 -2.9212 3.1176
H: -2.8584 -2.3751 4.4450
H: -0.5687 -3.4612 4.6141
C: -3.0721 -5.0108 0.9198
C: -1.6441 -4.8983 0.4723
O: -1.4298 -3.5639 0.0891
H: -3.7479 -4.7085 0.1198
H: -3.3103 -4.4777 1.8403
H: -3.2808 -6.0645 1.1048
H: -1.3855 -5.4762 -0.4149
H: -0.8930 -5.2102 1.1981
H: -1.8375 -3.3886 -0.7622
C: -4.5506 2.1907 1.1579
C: -6.0899 2.0197 1.1527
O: -6.4942 1.0706 0.1396
H: -4.2212 2.8360 1.9723
H: -4.1959 2.6229 0.2222
H: -4.0077 1.2608 1.3270
H: -6.5752 2.9849 1.0081
H: -6.3839 1.6603 2.1389
H: -7.3531 1.3485 -0.1870
C: 1.3060 -2.4857 -2.9751
C: 1.1640 -0.9381 -3.0600
O: 1.7140 -0.3744 -1.9116
H: 0.8500 -2.8831 -3.8819
H: 0.8098 -2.9708 -2.1345
H: 2.3577 -2.7715 -2.9556
H: 0.1479 -0.5595 -3.1708
H: 1.6390 -0.6548 -3.9993
H: 2.6449 -0.6076 -1.8861
C: 5.1317 0.8228 -1.7612
C: 5.4345 -0.6707 -1.8670
O: 4.2508 -1.3722 -1.4377
H: 6.0294 1.3715 -2.0461
H: 4.7316 1.0418 -0.7712
H: 4.3779 1.1213 -2.4896
H: 6.2716 -0.9739 -1.2381
H: 5.7096 -0.9228 -2.8911
H: 4.5206 -2.2904 -1.5136
C: 1.3245 -2.9087 2.1913
C: 1.5906 -2.2284 0.8649
O: 0.4464 -1.4442 0.5359
H: 2.1758 -3.4732 2.5718
H: 0.5142 -3.6184 2.0241
H: 0.9922 -2.1994 2.9493
H: 1.7910 -2.9675 0.0892
H: 2.4435 -1.5578 0.9692
H: -0.2716 -2.0708 0.4199
C: -0.8388 5.2461 -0.0742
C: 0.5521 5.4656 0.4768
O: 1.3950 4.3964 0.1563
H: -0.7593 5.3455 -1.1568
H: -1.5326 5.9863 0.3244
H: -1.3328 4.3010 0.1511
H: 0.5788 5.7149 1.5376
H: 0.8971 6.4039 0.0423
H: 2.1913 4.4150 0.6922

Atomic partial charges in e from the Mulliken method, atoms 1 to 6: atom 1 (Mn): 0.147, atom 2 (Br): -0.742, atom 3 (N): 1.161, atom 4 (O): -0.496, atom 5 (O): -0.568, atom 6 (O): -0.767

Record 3
A 8-piece molecular cluster, C16H48O8 overall in a non-equilibrium geometry, computed with ωB97M-V/def2-TZVPD.

## Properties
HOMO	-9.426	eV
electronic energy	-1239.77232	Eh
LUMO energy	0.41	eV
total charge	0
SMILES	CCO.CCO.CCO.CCO.CCO.CCO.CCO.CCO
ΔE to the lowest compared entry with this formula, charge and spin	14.578	eV

Geometry (Å):
C: 1.1880 0.5635 -0.0307
C: -0.4343 0.6530 -0.2171
O: -0.9688 -0.5279 -0.8265
H: 1.5302 0.2565 -0.9522
H: 1.4549 -0.2465 0.5057
H: 1.6522 1.5321 0.2699
H: -0.7437 1.3238 -0.9111
H: -0.9288 0.6646 0.8084
H: -1.8665 -0.3170 -1.0922
C: -0.3484 1.8262 -5.1218
C: 0.2408 1.8593 -3.7020
O: -0.1094 2.9938 -3.0453
H: -1.3467 1.9644 -5.3680
H: 0.0139 0.9926 -5.5147
H: -0.1669 2.6392 -5.7540
H: 1.4599 1.9211 -3.8070
H: -0.0497 1.0105 -3.0725
H: 0.4562 3.2959 -2.4830
C: -4.3124 -1.2465 1.2302
C: -4.1460 0.3326 1.3894
O: -4.0918 0.7849 2.7274
H: -4.5345 -1.5305 0.3322
H: -5.0129 -1.6274 1.8361
H: -3.5595 -1.4917 1.5442
H: -4.9574 0.9422 1.0992
H: -3.4039 0.7380 0.6722
H: -4.3258 1.7797 2.7473
C: 0.7378 1.9814 4.4212
C: 0.9108 0.5293 4.1900
O: 2.1855 0.2508 4.7705
H: 1.6043 2.5098 3.7768
H: 0.8624 2.1743 5.6159
H: -0.1108 2.4297 4.1366
H: 0.9091 0.2875 3.2769
H: 0.1278 -0.0996 4.8029
H: 2.0299 0.1607 5.7319
C: 0.3340 -2.5891 1.9906
C: 1.7466 -2.5724 2.3708
O: 2.3934 -3.7442 1.7602
H: 0.3378 -2.2014 0.8428
H: -0.3669 -1.7449 2.4027
H: -0.3845 -3.4517 2.3467
H: 1.8266 -2.8193 3.4702
H: 2.4229 -1.6772 2.2284
H: 3.1768 -3.4883 1.8665
C: 2.2399 -3.1445 -3.5716
C: 1.2402 -2.8020 -2.4136
O: 0.1956 -1.9378 -2.7839
H: 2.9660 -4.0132 -3.1683
H: 2.7946 -2.1436 -3.9444
H: 1.6167 -3.5440 -4.2566
H: 1.7970 -2.1958 -1.7408
H: 0.8783 -3.7960 -1.7805
H: 0.0671 -1.3461 -2.0234
C: -3.7623 -2.2099 -2.5490
C: -3.9562 -0.7379 -2.8625
O: -3.4310 0.1311 -1.8147
H: -4.3765 -2.2438 -1.6481
H: -2.9065 -2.2979 -2.4914
H: -4.2462 -2.4852 -3.4011
H: -5.0233 -0.3187 -2.9176
H: -3.5115 -0.4565 -3.7224
H: -3.2685 0.9655 -2.3050
C: 4.9029 3.4853 1.2602
C: 3.5908 3.0949 2.0618
O: 3.7078 1.7219 2.2741
H: 4.9898 4.4021 1.0367
H: 4.8905 3.2296 0.2438
H: 5.8206 3.0639 1.6845
H: 2.7244 3.4630 1.5012
H: 3.5331 3.5441 3.0134
H: 3.0947 1.5498 3.0534

Atomic partial charges in e from the Mulliken method, atoms 1 to 6: atom 1 (C): -1.260, atom 2 (C): -0.297, atom 3 (O): -0.260, atom 4 (H): 0.555, atom 5 (H): 0.219, atom 6 (H): 0.059